[1]
The following is a DFT calculation (the ωB97M-V functional and the def2-TZVPD basis) of 2 unconnected molecules or ions with the total composition C2H2N2O2S in a non-equilibrium geometry.

Geometry as XYZ:
```
9
Properties=species:S:1:pos:R:3:forces:R:3:mulliken_spin:R:1
C -2.539 0.235 0.236 2.1 0.3 0.0 0.829
C -0.360 0.651 -0.325 2.5 -0.5 -0.9 0.527
N -3.640 0.040 0.404 -3.5 -0.7 0.6 0.053
N -0.874 1.898 -0.919 0.0 -4.4 -1.1 0.015
O -1.570 1.716 -1.949 0.8 0.7 1.4 0.167
O -0.613 2.896 -0.336 0.0 2.3 0.5 0.053
S 0.770 0.968 1.052 -1.9 0.7 -1.7 0.362
H -0.385 -0.363 -0.943 0.0 2.5 1.5 -0.006
H 1.330 -0.219 1.182 -0.1 -0.9 -0.2 0.000
```
Positions in Å, forces in eV/Å.

2S+1 ... 3
Net charge ... 0
E_HOMO (alpha / beta) ... -8.9 / -11.5 eV
Orbital gap (alpha / beta) ... 8.973 / 6.629 eV
Energy above the lowest of the compared OMol25 structures with the same formula, charge and spin ... 4.572 eV

---

[2]
The following is a DFT calculation (the ωB97M-V functional and the def2-TZVPD basis) of 2 unconnected molecules or ions with the total composition C2H2N2O3 in a non-equilibrium geometry.

Geometry as XYZ:
```
9
Properties=species:S:1:pos:R:3:forces:R:3:lowdin_charge:R:1
O 1.236 1.810 -0.301 0.0 -1.0 0.2 0.104
C 1.294 0.658 -0.003 0.9 3.2 -0.2 -0.376
N 1.746 -0.410 0.246 0.5 -1.3 0.2 0.038
O 1.367 -1.561 0.827 -2.3 -1.2 0.9 -0.018
H 0.365 -1.607 1.071 2.3 0.7 -0.9 0.158
N -0.871 0.439 -0.620 2.6 0.6 -0.8 0.219
C -1.880 0.119 -0.151 -2.4 -1.6 -0.1 -0.396
O -2.807 -0.441 0.239 -1.6 -0.2 1.3 0.177
H -0.449 0.994 -1.307 0.0 0.9 -0.7 0.094
```
Positions in Å, forces in eV/Å.

Net charge ... 0
E_HOMO ... -10.0 eV
Orbital gap ... 9.979 eV
Energy above the lowest of the compared OMol25 structures with the same formula, charge and spin ... 3.131 eV

---

[3]
The following is a DFT calculation (the ωB97M-V functional and the def2-TZVPD basis) of C2H2N2O3 in the gas phase in a non-equilibrium geometry.

Geometry as XYZ:
```
9
Properties=species:S:1:pos:R:3:forces:R:3:lowdin_charge:R:1
O 2.723 -0.506 0.367 1.1 -0.8 0.2 0.146
C 1.711 -0.125 -0.103 -1.1 0.3 1.0 -0.590
O 1.475 1.133 -0.444 -2.5 -0.1 -1.5 0.144
N 0.555 -0.941 -0.204 1.8 -0.6 -1.2 0.204
C -0.613 -0.610 -0.186 0.1 0.6 0.9 -0.149
N -1.689 -0.426 0.332 0.3 0.0 -0.1 0.037
O -2.901 -0.083 -0.223 0.8 -0.1 -0.3 0.014
H 2.054 1.805 -0.149 1.6 0.5 0.6 0.110
H -3.314 -0.249 0.609 -2.1 0.2 0.5 0.084
```
Positions in Å, forces in eV/Å.

Net charge ... 0
E_HOMO ... -10.0 eV
Orbital gap ... 9.910 eV
Energy above the lowest of the compared OMol25 structures with the same formula, charge and spin ... 2.821 eV

---

[4]
The following is a DFT calculation (the ωB97M-V functional and the def2-TZVPD basis) of a molecular structure, C2H2N2O3 in a non-equilibrium geometry.

Geometry as XYZ:
```
9
Properties=species:S:1:pos:R:3:forces:R:3:lowdin_charge:R:1
C -0.864 1.090 -0.055 -3.9 4.7 -2.2 -0.229
C 0.020 -0.431 -1.026 -0.3 0.3 -0.4 -0.514
H 1.535 -1.460 1.503 -3.8 0.8 -0.8 0.196
H -1.515 1.925 0.295 0.1 -0.7 -0.6 0.151
N 0.719 -0.213 0.236 1.6 -0.3 2.1 -0.036
N -1.040 0.516 -1.243 2.3 -0.8 4.5 0.212
O 0.507 -1.220 1.273 3.7 0.6 -1.1 -0.011
O 0.157 1.043 0.744 0.3 -3.2 -0.2 0.071
O 0.481 -1.249 -1.727 0.1 -1.4 -1.4 0.160
```
Positions in Å, forces in eV/Å.

Net charge ... 0
E_HOMO ... -10.8 eV
Orbital gap ... 10.876 eV
Energy above the lowest of the compared OMol25 structures with the same formula, charge and spin ... 4.232 eV

---

[5]
The following is a DFT calculation (the ωB97M-V functional and the def2-TZVPD basis) of C2H2N2O3 in the gas phase in a non-equilibrium geometry.

Geometry as XYZ:
```
9
Properties=species:S:1:pos:R:3:forces:R:3:lowdin_charge:R:1
O 2.116 -0.872 0.020 -6.2 1.0 1.8 0.016
C 0.886 -0.475 0.220 6.2 1.0 -2.4 -0.460
N -0.202 -1.172 -0.218 1.5 -1.1 0.4 0.103
O -1.456 -0.531 -0.122 -1.8 -0.9 0.7 -0.018
C -1.515 0.808 -0.254 4.0 1.8 -1.0 -0.177
N -0.487 1.618 -0.147 -0.4 -2.8 1.5 0.164
O 0.722 0.878 0.556 -2.0 -1.0 -1.3 -0.017
H -0.116 -2.271 -0.127 -1.1 3.2 -0.2 0.238
H -2.349 1.347 -0.743 -0.1 -1.2 0.6 0.151
```
Positions in Å, forces in eV/Å.

Net charge ... 0
E_HOMO ... -10.3 eV
Orbital gap ... 10.323 eV
Energy above the lowest of the compared OMol25 structures with the same formula, charge and spin ... 4.818 eV

---

[6]
The following is a DFT calculation (the ωB97M-V functional and the def2-TZVPD basis) of 2 unconnected molecules or ions with the total composition C2H2N2O4 in a non-equilibrium geometry.

Geometry as XYZ:
```
10
Properties=species:S:1:pos:R:3:forces:R:3:lowdin_charge:R:1
O 3.987 1.247 -0.353 -1.0 -0.5 0.4 0.249
C 2.972 0.721 -0.194 0.7 -0.2 -0.7 -0.099
C 1.749 0.189 -0.115 -0.3 1.3 0.3 -0.008
N 1.584 -1.240 -0.115 1.4 2.2 0.5 -0.414
O 2.629 -1.842 -0.153 0.7 -1.2 -0.3 0.086
O 0.492 -1.708 -0.015 -1.0 -1.2 -0.1 0.061
H 0.942 0.912 0.059 0.1 -0.8 -0.2 0.121
N -1.213 -0.171 -0.268 1.9 5.0 -0.9 -0.005
O -1.610 0.127 -1.362 -0.4 -1.2 0.4 -0.020
H -1.552 -0.963 0.167 -2.1 -3.3 0.5 0.029
```
Positions in Å, forces in eV/Å.

Net charge ... 0
E_HOMO ... -9.3 eV
Orbital gap ... 8.967 eV
Energy above the lowest of the compared OMol25 structures with the same formula, charge and spin ... 5.952 eV

---

[7]
The following is a DFT calculation (the ωB97M-V functional and the def2-TZVPD basis) of C2H2N2O4S in the gas phase in a non-equilibrium geometry.

Geometry as XYZ:
```
11
Properties=species:S:1:pos:R:3:forces:R:3:lowdin_charge:R:1
C -1.961 -1.182 0.193 0.0 0.8 0.5 -0.349
C 1.362 0.213 -0.265 0.5 -0.9 0.4 -0.140
N -2.333 -2.147 0.680 -0.3 -0.8 0.3 0.154
N 0.851 1.233 0.387 0.7 -1.7 -1.3 -0.316
O 1.213 2.394 0.551 -0.2 0.5 -0.4 0.013
O -0.469 0.865 0.766 -1.6 0.1 2.1 -0.284
O 1.059 -1.087 0.030 -2.2 1.6 2.2 0.011
O -0.551 -0.001 -1.484 0.3 0.2 -3.3 -0.412
S -1.497 0.393 -0.509 -0.5 0.6 1.0 1.016
H 2.064 0.325 -1.076 0.5 0.3 0.6 0.164
H 0.263 -1.004 0.728 2.7 -0.7 -1.9 0.143
```
Positions in Å, forces in eV/Å.

Net charge ... 0
E_HOMO (alpha / beta) ... -8.9 / -8.9 eV
Orbital gap (alpha / beta) ... 7.951 / 7.951 eV
Energy above the lowest of the compared OMol25 structures with the same formula, charge and spin ... 3.335 eV

---

[8]
The following is a DFT calculation (the ωB97M-V functional and the def2-TZVPD basis) of 2 unconnected molecules or ions with the total composition C2H2N2OS in a non-equilibrium geometry.

Geometry as XYZ:
```
8
Properties=species:S:1:pos:R:3:forces:R:3:lowdin_charge:R:1
N -3.879 0.260 0.155 0.6 -1.1 0.9 0.241
N -4.277 1.074 -0.480 0.4 -1.1 0.8 -0.323
O -4.712 1.907 -1.143 -1.0 2.2 -1.7 0.113
C 0.141 -0.288 0.320 0.3 0.4 -0.4 -0.085
C -0.625 -0.851 1.198 -0.2 -0.5 0.6 -0.797
S -1.463 -1.592 2.279 0.0 0.2 -0.2 0.734
H 1.212 -0.400 0.369 0.1 -0.1 0.1 0.062
H -0.241 0.329 -0.473 -0.2 0.1 -0.1 0.055
```
Positions in Å, forces in eV/Å.

Net charge ... 0
E_HOMO ... -8.6 eV
Orbital gap ... 8.592 eV
Energy above the lowest of the compared OMol25 structures with the same formula, charge and spin ... 3.064 eV